Record 1
Computed, not measured: a single C18H23N3O3 molecule, with ωB97M-V/def2-TZVPD.

Each line ends with the natural charge from an NBO analysis.
Atoms and positions in Å:
C1 -7.1575 -0.7734 0.7272  -0.618
C2 -6.5768 -0.5985 -0.6712  -0.398
C3 -5.9713 0.7857 -0.9047  -0.389
C4 -4.7558 1.1160 -0.0382  -0.391
C5 -3.5388 0.2259 -0.3213  -0.338
C6 -3.6449 -1.0805 0.4287  0.809
O1 -3.9502 -1.2040 1.5842  -0.607
O2 -3.3065 -2.1340 -0.3343  -0.695
H1 -3.3679 -2.9556 0.1789  0.496
H2 -3.4672 0.0032 -1.3897  0.219
C7 -2.2484 0.9218 0.1402  -0.366
C8 -0.9998 0.0810 -0.1130  -0.500
C9 0.2628 0.9197 0.0305  0.693
O3 0.2643 2.1222 0.1482  -0.602
N1 1.3969 0.1614 -0.0068  -0.606
C10 2.6968 0.6269 0.0790  0.303
N2 3.6987 -0.2311 -0.0054  -0.313
N3 4.8209 0.4957 0.1130  -0.191
C11 4.5312 1.8120 0.2700  -0.020
C12 3.1679 1.9448 0.2540  -0.336
H3 2.5766 2.8293 0.3490  0.259
H4 5.2876 2.5612 0.3747  0.219
C13 6.0684 -0.1274 0.0594  0.230
C14 6.1238 -1.4933 -0.2111  -0.251
C15 7.3429 -2.1385 -0.2723  -0.191
C16 8.5182 -1.4342 -0.0663  -0.228
C17 8.4640 -0.0777 0.2051  -0.193
C18 7.2490 0.5794 0.2705  -0.263
H5 7.2295 1.6351 0.4892  0.212
H6 9.3755 0.4773 0.3698  0.215
H7 9.4708 -1.9392 -0.1154  0.214
H8 7.3764 -3.1969 -0.4832  0.215
H9 5.1987 -2.0233 -0.3684  0.243
H10 1.3261 -0.8397 -0.1209  0.411
H11 -1.0226 -0.3229 -1.1295  0.227
H12 -0.9499 -0.7604 0.5814  0.220
H13 -2.1416 1.8671 -0.3941  0.231
H14 -2.3251 1.1483 1.2049  0.220
H15 -5.0106 1.0312 1.0185  0.223
H16 -4.4740 2.1532 -0.2300  0.212
H17 -5.6851 0.8703 -1.9566  0.197
H18 -6.7404 1.5379 -0.7132  0.203
H19 -7.3720 -0.7482 -1.4063  0.204
H20 -5.8217 -1.3657 -0.8527  0.191
H21 -7.6883 -1.7204 0.7977  0.209
H22 -6.3734 -0.7707 1.4793  0.221
H23 -7.8574 0.0287 0.9511  0.199

LUMO energy ... 0.5969 eV
Relative energy (zero: lowest compared OMol25 entry of this formula, charge and spin) ... 39.65 kcal/mol
Largest force on an atom ... 0.019 Eh/bohr
Frontier orbital gap ... 8.804 eV
HOMO energy ... -8.21 eV
E ... -1089.73887 hartree


Record 2
Computed, not measured: a single C18H23N3O3S molecule, with ωB97M-V/def2-TZVPD.

Each line ends with the natural charge from an NBO analysis.
Atoms and positions in Å:
C1 3.3731 4.7440 2.4101  -0.635
C2 4.1602 4.9916 1.1311  -0.075
H1 3.6487 5.7343 0.5100  0.199
H2 5.1762 5.3252 1.3516  0.189
O1 4.3206 3.7893 0.3771  -0.517
C3 3.3033 3.4245 -0.4132  0.809
O2 2.2982 4.0723 -0.5451  -0.609
C4 3.6234 2.1307 -1.1439  -0.328
C5 4.0985 1.0453 -0.1741  -0.385
C6 2.9438 0.5853 0.7099  -0.221
N1 1.8820 0.0509 -0.1192  -0.439
C7 1.3400 1.0926 -0.9762  -0.235
C8 2.4134 1.6176 -1.9235  -0.400
H3 1.9917 2.4212 -2.5278  0.228
H4 2.7333 0.8091 -2.5816  0.212
H5 0.5221 0.6636 -1.5591  0.217
H6 0.9365 1.9288 -0.3803  0.179
C9 0.8423 -0.5972 0.6565  -0.243
C10 -0.0241 -1.4326 -0.2259  -0.237
C11 0.3375 -2.1867 -1.2927  -0.050
N2 -0.6576 -2.8735 -1.9112  -0.471
C12 -1.7935 -2.6719 -1.3579  0.382
O3 -2.9247 -3.1671 -1.8266  -0.462
C13 -4.0302 -3.2783 -0.9929  0.226
C14 -5.2649 -2.9025 -1.5051  -0.212
C15 -6.4016 -3.0478 -0.7385  -0.255
C16 -6.3275 -3.5658 0.5565  0.165
C17 -5.0798 -3.9478 1.0527  -0.248
C18 -3.9411 -3.8100 0.2866  -0.237
H7 -2.9848 -4.1257 0.6759  0.232
H8 -5.0084 -4.3607 2.0481  0.209
N3 -7.4508 -3.6390 1.3490  -0.797
H9 -7.4046 -4.2526 2.1455  0.382
H10 -8.3401 -3.6182 0.8783  0.382
H11 -7.3611 -2.7543 -1.1380  0.210
H12 -5.3186 -2.5048 -2.5060  0.229
S1 -1.7411 -1.5672 0.0356  0.315
H13 1.3386 -2.2736 -1.6701  0.219
H14 1.3266 -1.2450 1.3974  0.212
H15 0.2143 0.1275 1.2067  0.175
H16 3.2918 -0.2051 1.3806  0.204
H17 2.5907 1.4311 1.3301  0.158
H18 4.9144 1.4206 0.4436  0.223
H19 4.4559 0.1914 -0.7510  0.212
H20 4.4384 2.3725 -1.8363  0.238
H21 2.3604 4.4317 2.1671  0.222
H22 3.3269 5.6590 2.9935  0.217
H23 3.8519 3.9676 3.0025  0.209

LUMO energy ... 0.7556 eV
Relative energy (zero: lowest compared OMol25 entry of this formula, charge and spin) ... 42.52 kcal/mol
Largest force on an atom ... 0.030 Eh/bohr
Frontier orbital gap ... 8.562 eV
HOMO energy ... -7.81 eV
E ... -1487.89261 hartree


Record 3
Computed, not measured: a single C18H23N3O4 molecule, with ωB97M-V/def2-TZVPD.

Each line ends with the natural charge from an NBO analysis.
Atoms and positions in Å:
C1 -5.3409 -2.8168 -1.1515  -0.622
C2 -4.0075 -2.5034 -0.5004  -0.067
H1 -3.1988 -2.4997 -1.2398  0.195
H2 -3.7599 -3.2282 0.2826  0.195
O1 -4.0890 -1.2005 0.0812  -0.527
C3 -3.0850 -0.8709 0.9042  0.904
O2 -2.1944 -1.6211 1.2277  -0.663
N1 -3.2206 0.4003 1.3971  -0.448
C4 -2.0383 1.0174 1.9650  -0.238
H3 -2.3062 1.5197 2.8989  0.197
C5 -1.4533 2.0261 0.9436  -0.241
N2 -1.9124 1.6706 -0.3784  -0.438
C6 -1.2685 0.7548 -1.1604  0.682
O3 -1.8063 0.2200 -2.1094  -0.610
C7 0.1707 0.5235 -0.8259  -0.155
C8 0.5774 -0.6535 -0.2091  -0.171
C9 1.9152 -0.8853 0.0450  -0.227
C10 2.8803 0.0485 -0.3323  0.149
C11 2.4690 1.2237 -0.9624  -0.213
C12 1.1285 1.4562 -1.2035  -0.195
H4 0.8241 2.3672 -1.6988  0.216
H5 3.1891 1.9595 -1.2835  0.208
N3 4.2392 -0.1698 -0.0757  -0.435
C13 4.8359 -1.3808 0.1438  0.693
O4 4.2934 -2.4578 0.1937  -0.595
C14 6.3306 -1.1371 0.2918  -0.499
C15 6.4340 0.3552 0.5754  -0.404
H6 7.3564 0.7996 0.2072  0.218
H7 6.3640 0.5388 1.6482  0.210
C16 5.2015 0.9173 -0.1337  -0.204
H8 4.8033 1.8046 0.3634  0.208
H9 5.4328 1.1677 -1.1770  0.187
H10 6.7478 -1.7695 1.0726  0.238
H11 6.8083 -1.4043 -0.6534  0.229
H12 2.2162 -1.8008 0.5244  0.256
H13 -0.1582 -1.3831 0.0940  0.249
C17 -3.3416 1.8507 -0.5523  -0.247
H14 -3.6295 1.2642 -1.4270  0.252
C18 -4.0726 1.3502 0.7132  -0.235
H15 -4.2663 2.1713 1.4082  0.195
H16 -5.0163 0.8730 0.4560  0.239
H17 -3.5583 2.9079 -0.7373  0.195
H18 -0.3645 2.0181 0.9770  0.237
H19 -1.8053 3.0401 1.1567  0.196
H20 -1.3267 0.2178 2.1769  0.248
H21 -5.2985 -3.8008 -1.6090  0.217
H22 -5.5629 -2.0785 -1.9172  0.213
H23 -6.1358 -2.8025 -0.4101  0.209

LUMO energy ... 0.6809 eV
Relative energy (zero: lowest compared OMol25 entry of this formula, charge and spin) ... 16.28 kcal/mol
Largest force on an atom ... 0.011 Eh/bohr
Frontier orbital gap ... 9.114 eV
HOMO energy ... -8.43 eV
E ... -1165.00130 hartree


Record 4
Computed, not measured: a single C18H23N3O5 molecule, with ωB97M-V/def2-TZVPD.

Each line ends with the natural charge from an NBO analysis.
Atoms and positions in Å:
C1 -4.0895 -3.9509 4.2131  -0.372
C2 -4.3571 -2.8981 3.4655  -0.185
C3 -3.7956 -2.6771 2.0918  -0.267
N1 -3.1101 -1.4078 2.0057  -0.575
C4 -1.8127 -1.2660 1.7310  0.582
O1 -1.0255 -2.1551 1.4520  -0.632
C5 -1.3795 0.2021 1.7745  0.599
O2 -2.1609 1.0984 2.0493  -0.644
N2 -0.0830 0.3358 1.4883  -0.594
C6 0.6019 1.5945 1.3743  -0.256
H1 1.4198 1.6355 2.1021  0.206
H2 -0.1242 2.3668 1.6364  0.237
C7 1.1911 1.8682 -0.0391  -0.048
N3 2.5106 1.3041 -0.2539  -0.460
C8 2.6546 -0.1155 0.0150  -0.269
H3 1.8361 -0.6605 -0.4569  0.221
C9 3.9865 -0.5850 -0.5766  -0.069
O3 5.0681 0.1258 -0.0212  -0.521
C10 4.9170 1.5074 -0.2420  -0.070
C11 3.6071 2.0295 0.3550  -0.243
H4 3.5067 3.0932 0.1309  0.207
H5 3.6429 1.8982 1.4510  0.166
H6 5.7760 1.9893 0.2278  0.194
H7 4.9243 1.7163 -1.3224  0.165
H8 4.1607 -1.6375 -0.3477  0.197
H9 3.9700 -0.4460 -1.6680  0.165
H10 2.6699 -0.3305 1.0976  0.170
C12 0.2433 1.4578 -1.1532  -0.036
C13 -1.1250 1.6542 -1.0301  -0.220
C14 -2.0164 1.3008 -2.0406  -0.254
C15 -1.4889 0.7545 -3.1836  0.223
C16 -0.1126 0.5820 -3.3279  0.293
C17 0.7690 0.9283 -2.3364  -0.283
H11 1.8301 0.8100 -2.4654  0.239
O4 0.1511 0.0448 -4.5618  -0.490
C18 -1.1035 -0.1213 -5.1861  0.237
O5 -2.1243 0.3250 -4.3196  -0.479
H12 -1.1311 0.4637 -6.1196  0.156
H13 -1.2601 -1.1864 -5.4223  0.156
H14 -3.0766 1.4528 -1.9301  0.228
H15 -1.5328 2.0967 -0.1365  0.227
H16 1.3206 2.9572 -0.1097  0.216
H17 0.4011 -0.5280 1.2746  0.432
H18 -3.6082 -0.5549 2.2334  0.424
H19 -3.0667 -3.4502 1.8387  0.234
H20 -4.6091 -2.6944 1.3547  0.204
H21 -5.0134 -2.1155 3.8238  0.194
H22 -4.5169 -4.0774 5.1931  0.201
H23 -3.4346 -4.7349 3.8710  0.195

LUMO energy ... 0.7629 eV
Relative energy (zero: lowest compared OMol25 entry of this formula, charge and spin) ... 57.43 kcal/mol
Largest force on an atom ... 0.024 Eh/bohr
Frontier orbital gap ... 8.789 eV
HOMO energy ... -8.03 eV
E ... -1240.15628 hartree


Record 5
Computed, not measured: a single C18H23N5O2S2 molecule, with ωB97M-V/def2-TZVPD.

Each line ends with the natural charge from an NBO analysis.
Atoms and positions in Å:
O1 -1.7976 1.0176 2.7386  -0.660
O2 0.2211 -1.0497 -0.6625  -0.666
N1 1.0012 -0.1903 -4.7504  -0.491
S1 -0.0634 -4.6877 6.3179  0.220
S2 1.7382 -2.0353 -3.0993  0.283
C1 -1.1889 0.4842 1.8349  0.796
C2 0.0840 0.0465 -1.1976  0.588
C3 0.9525 -0.4661 -3.4700  0.282
C4 -0.5938 1.1510 -0.5741  0.020
C5 -0.7033 2.2027 -1.4978  0.214
C6 -0.5619 -2.1839 5.3962  -0.173
C7 0.2923 -3.7737 3.7685  -0.175
C8 -0.7573 -1.2593 4.3448  -0.273
C9 0.0753 -2.8718 2.7439  -0.277
C10 -0.0440 -3.4540 5.0913  -0.262
C11 -0.4450 -1.6078 3.0163  0.259
N2 -1.1543 1.2542 0.6927  -0.636
N3 -0.6183 -0.7800 1.9518  -0.652
N4 0.3082 0.3893 -2.5264  -0.264
N5 -0.2044 1.7278 -2.7282  -0.201
C12 1.5052 -4.3596 7.2026  -0.739
C13 0.0179 2.5178 -3.9996  -0.407
C14 -0.2968 4.7355 -1.3370  -0.605
C15 -2.5721 3.7330 -2.0944  -0.603
C16 1.6700 -1.2137 -5.5761  -0.245
C17 2.6133 -1.9847 -4.6751  -0.545
C18 -1.3538 3.5846 -1.2369  -0.246
H1 -0.8247 -1.8939 6.3968  0.220
H2 0.6844 -4.7756 3.5552  0.223
H3 -1.1777 -0.3198 4.5868  0.244
H4 0.2744 -3.1460 1.7064  0.220
H5 -1.7266 2.1070 0.8279  0.418
H6 -0.3045 -1.1139 1.0429  0.436
H7 1.3715 -3.6768 8.0066  0.206
H8 2.2092 -3.8576 6.5376  0.223
H9 1.9634 -5.2772 7.6256  0.223
H10 1.0961 2.7032 -4.0987  0.208
H11 -0.4469 3.5076 -3.9702  0.216
H12 -0.3226 2.0063 -4.9041  0.243
H13 -0.7330 5.6689 -0.9782  0.219
H14 0.1908 4.8813 -2.3168  0.208
H15 0.4977 4.5482 -0.6350  0.222
H16 -2.3271 4.0235 -3.1108  0.205
H17 -3.1004 2.7757 -2.1134  0.223
H18 -3.2151 4.4612 -1.6331  0.219
H19 0.9595 -1.9417 -5.9687  0.201
H20 2.1930 -0.7735 -6.4453  0.213
H21 2.7742 -2.9996 -5.0375  0.238
H22 3.5526 -1.4683 -4.5427  0.214
H23 -1.7125 3.6344 -0.2050  0.216

LUMO energy ... 0.4074 eV
Relative energy (zero: lowest compared OMol25 entry of this formula, charge and spin) ... 50.15 kcal/mol
Largest force on an atom ... 0.073 Eh/bohr
Frontier orbital gap ... 8.009 eV
HOMO energy ... -7.60 eV
E ... -1920.30094 hartree